Entry 1:
# C9H19N8O4Tc

A molecular structure, C9H19N8O4Tc in a non-equilibrium geometry (the ωB97M-V functional and the def2-TZVPD basis, the OMol25 dataset).

Last column: Löwdin charge in e.
Cartesian coordinates (Å):
Tc -2.669 0.399 -0.860  1.80
N -0.739 1.260 -0.914  -0.05
C 0.353 0.356 -1.281  -0.23
C 1.693 1.009 -0.727  -0.15
C 2.992 0.265 -0.961  -0.13
C 4.216 1.131 -0.435  -0.15
N 4.948 0.348 0.534  0.07
C 6.151 0.710 1.050  -0.41
N 6.594 1.956 0.728  0.21
N 6.774 -0.094 1.868  0.23
C -0.058 -1.025 -0.802  -0.48
O 0.681 -1.797 -0.411  0.26
O -1.480 -1.091 -0.764  -0.23
H -0.610 2.088 -1.468  0.13
H -0.681 1.625 0.079  0.16
H 0.401 0.274 -2.407  0.20
H 1.565 1.265 0.292  0.11
H 1.777 2.003 -1.166  0.13
H 3.023 0.119 -2.058  0.13
H 2.951 -0.768 -0.471  0.13
H 3.869 2.088 -0.098  0.11
H 4.894 1.267 -1.280  0.14
H 4.750 -0.625 0.790  0.17
H 5.862 2.669 0.530  0.14
H 7.444 2.294 1.127  0.13
H 6.613 -1.088 2.025  0.16
H 7.703 0.158 2.200  0.15
N -6.649 -4.132 1.330  0.25
C -6.462 -2.846 1.225  -0.36
N -7.486 -1.958 1.321  0.25
N -5.159 -2.514 0.913  0.20
C -4.639 -1.502 0.447  -0.26
N -4.024 -0.623 0.028  -0.01
H -7.491 -4.546 1.654  0.14
H -5.873 -4.792 1.173  0.17
H -8.389 -2.326 1.416  0.12
H -7.411 -0.986 1.099  0.13
O -3.633 2.192 -0.235  -0.07
C -3.850 2.412 -1.448  -0.37
O -3.457 1.524 -2.291  -0.11
H -4.494 3.299 -1.751  0.20

Cartesian forces (eV/Å) of the 2 atoms listed first:
1.04 -0.99 0.72
-0.48 1.52 0.76

## Properties
<S²>: 3.774
Relative energy (zero: lowest compared OMol25 entry of this formula, charge and spin) in kJ/mol: 29.2
Spin multiplicity: 4
Frontier orbital gap (spin up / spin down) in eV: 7.402 / 7.038
HOMO level (spin up / spin down) in Ha: -0.6696 / -0.6696
Charge: +3


Entry 2:
# C12H32O12S4

4 unconnected molecules or ions with the total composition C12H32O12S4 in a non-equilibrium geometry (the ωB97M-V functional and the def2-TZVPD basis, the OMol25 dataset).

Last column: Löwdin charge in e.
Cartesian coordinates (Å):
C -0.667 3.243 -0.996  -0.05
C 0.504 3.892 -0.303  -0.27
O -0.012 5.054 0.389  -0.25
S 1.043 6.021 1.065  0.54
C 1.145 5.291 2.648  -0.12
O 2.289 5.907 0.378  -0.28
O 0.403 7.276 1.170  -0.26
H -1.157 4.038 -1.559  0.09
H -1.378 2.851 -0.269  0.07
H -0.335 2.440 -1.651  0.07
H 1.004 3.229 0.409  0.11
H 1.262 4.221 -1.013  0.11
H 1.310 4.224 2.521  0.06
H 0.139 5.404 3.052  0.08
H 1.866 5.816 3.263  0.08
C -0.541 -3.869 -2.790  -0.06
C -0.919 -3.531 -1.342  -0.26
O -1.459 -4.762 -0.809  -0.25
S -2.308 -4.612 0.523  0.55
C -3.853 -4.006 -0.070  -0.12
O -2.521 -5.928 1.009  -0.26
O -1.697 -3.621 1.349  -0.28
H -1.422 -3.928 -3.423  0.08
H 0.016 -4.807 -2.786  0.08
H 0.146 -3.110 -3.165  0.06
H -0.005 -3.254 -0.828  0.11
H -1.668 -2.745 -1.414  0.12
H -3.828 -2.921 -0.106  0.06
H -4.568 -4.355 0.671  0.07
H -4.040 -4.434 -1.049  0.08
C -3.522 0.998 2.136  -0.07
C -2.894 1.252 3.498  -0.25
O -1.815 0.336 3.770  -0.25
S -0.363 0.685 3.214  0.56
C -0.165 -0.552 1.971  -0.10
O -0.438 1.944 2.539  -0.30
O 0.525 0.472 4.292  -0.25
H -3.615 -0.078 1.981  0.08
H -2.945 1.442 1.325  0.06
H -4.515 1.450 2.124  0.08
H -2.554 2.280 3.592  0.11
H -3.621 1.016 4.272  0.12
H -0.227 -1.529 2.441  0.07
H 0.791 -0.288 1.523  0.05
H -0.992 -0.424 1.277  0.07
C 4.278 -3.344 -2.787  -0.05
C 3.984 -1.974 -2.193  -0.24
O 2.641 -1.589 -2.566  -0.26
S 1.905 -0.478 -1.710  0.55
C 2.443 0.946 -2.574  -0.11
O 0.498 -0.635 -1.874  -0.26
O 2.455 -0.494 -0.392  -0.27
H 4.601 -4.060 -2.034  0.08
H 5.122 -3.276 -3.478  0.08
H 3.455 -3.745 -3.372  0.08
H 4.119 -1.949 -1.117  0.11
H 4.673 -1.252 -2.641  0.12
H 1.954 1.000 -3.542  0.08
H 3.519 1.057 -2.526  0.08
H 1.956 1.762 -2.023  0.06

Cartesian forces (eV/Å) of the 2 atoms listed first:
-0.04 0.44 0.28
0.30 -0.24 0.00

## Properties
Relative energy (zero: lowest compared OMol25 entry of this formula, charge and spin) in kJ/mol: 19.4
Structure (SMILES): CCOS(C)(=O)=O.CCOS(C)(=O)=O.CCOS(C)(=O)=O.CCOS(C)(=O)=O
Frontier orbital gap in eV: 11.306
HOMO level in Ha: -0.4084


Entry 3:
# C5H11KNO10

A molecular structure, C5H11KNO10 in a non-equilibrium geometry (the ωB97M-V functional and the def2-TZVPD basis, the OMol25 dataset).

Last column: Löwdin charge in e.
Cartesian coordinates (Å):
K -0.641 -0.705 -0.763  0.94
O -5.843 -2.889 -5.696  0.04
C -4.793 -2.778 -4.904  -0.91
O -4.009 -3.778 -4.870  -0.14
O -4.483 -1.739 -4.294  -0.07
H -5.768 -3.740 -6.134  0.08
O -2.061 -3.216 5.314  0.04
C -2.478 -1.983 5.039  -0.92
O -2.677 -1.630 3.888  -0.06
O -2.670 -1.124 5.970  -0.13
H -2.158 -3.669 4.473  0.08
C -3.304 5.840 -0.788  -0.51
O -2.920 4.528 -0.532  -0.49
H -3.086 6.606 -0.044  0.00
H -2.689 6.187 -1.618  0.01
H -4.359 6.005 -1.005  0.01
C 3.961 -0.263 -4.582  -0.50
O 2.581 -0.389 -4.656  -0.50
H 4.446 -1.222 -4.766  0.01
H 4.350 0.525 -5.226  0.01
H 4.238 0.087 -3.588  0.01
C 5.493 0.176 4.227  0.03
N 4.142 -0.442 3.983  -0.43
O 3.912 -0.945 2.854  0.03
O 3.324 -0.291 4.847  0.09
H 5.881 0.655 3.328  0.09
H 6.174 -0.646 4.451  0.09
H 5.435 0.839 5.090  0.09

Cartesian forces (eV/Å) of the 2 atoms listed first:
-0.21 0.21 -0.29
-2.81 0.75 -1.40

## Properties
Frontier orbital gap in eV: 3.113
HOMO level in Ha: 0.0446
Charge: -3


Entry 4:
# C44H72N8O12

12 unconnected molecules or ions with the total composition C44H72N8O12 in a non-equilibrium geometry (the ωB97M-V functional and the def2-TZVPD basis, the OMol25 dataset).

Last column: Löwdin charge in e.
Cartesian coordinates (Å):
O 1.420 2.778 -6.874  0.12
C 1.116 3.149 -5.732  -0.49
O 0.740 2.346 -4.690  0.06
C 0.288 3.125 -3.673  -0.16
C 0.057 4.527 -4.328  -0.12
O 0.825 4.428 -5.469  0.07
H -0.663 2.733 -3.313  0.11
H 0.998 3.183 -2.848  0.12
H 0.485 5.340 -3.741  0.13
H -0.994 4.757 -4.498  0.13
O -5.406 -1.594 0.275  0.11
C -5.818 -0.593 -0.314  -0.50
O -5.023 0.151 -1.177  0.03
C -5.687 1.327 -1.528  -0.14
C -7.140 1.019 -1.116  -0.11
O -6.971 0.021 -0.139  0.10
H -5.389 2.239 -1.010  0.10
H -5.547 1.517 -2.592  0.13
H -7.811 0.701 -1.914  0.13
H -7.540 1.944 -0.701  0.12
O 2.781 -2.021 0.833  0.10
C 2.593 -3.156 1.270  -0.55
O 3.027 -3.670 2.390  0.09
C 2.652 -5.023 2.479  -0.11
C 1.697 -5.177 1.371  -0.15
O 2.007 -4.090 0.519  0.09
H 3.579 -5.577 2.330  0.15
H 2.136 -5.131 3.433  0.12
H 0.681 -5.220 1.763  0.08
H 1.887 -6.094 0.812  0.14
O 1.995 -1.061 4.806  0.14
C 0.981 -0.407 4.675  -0.52
O 0.480 0.150 3.519  0.03
C -0.751 0.711 3.664  -0.19
C -1.018 0.545 5.117  -0.09
O 0.141 -0.136 5.661  0.08
H -0.671 1.776 3.446  0.14
H -1.529 0.185 3.111  0.13
H -1.897 -0.090 5.229  0.13
H -1.193 1.491 5.629  0.14
C 5.833 -1.644 3.779  -0.11
C 5.718 -1.047 2.386  -0.24
C 4.588 -0.043 2.404  -0.22
C 4.534 1.060 3.387  -0.22
N 4.501 1.921 4.141  0.13
H 5.874 -0.921 4.593  0.07
H 6.688 -2.318 3.824  0.07
H 4.995 -2.267 4.092  0.07
H 5.459 -1.812 1.654  0.10
H 6.662 -0.561 2.139  0.11
H 3.630 -0.556 2.485  0.09
H 4.590 0.443 1.428  0.07
C -2.440 3.733 0.435  -0.09
C -3.125 5.121 0.723  -0.24
C -4.487 5.320 0.116  -0.19
C -5.593 4.470 0.701  -0.21
N -6.365 3.770 1.147  0.15
H -2.204 3.580 -0.618  0.06
H -3.118 2.962 0.800  0.07
H -1.441 3.534 0.822  0.07
H -2.508 5.846 0.193  0.11
H -3.184 5.389 1.778  0.11
H -4.379 4.897 -0.883  0.11
H -4.833 6.351 0.040  0.12
C -3.232 -0.479 -4.317  -0.09
C -1.997 -0.616 -5.240  -0.26
C -2.353 -0.665 -6.685  -0.20
C -2.837 -2.006 -7.053  -0.21
N -3.271 -3.069 -7.314  0.13
H -2.936 -0.397 -3.271  0.04
H -3.969 -1.263 -4.495  0.08
H -3.838 0.404 -4.521  0.06
H -1.542 -1.548 -4.907  0.11
H -1.240 0.158 -5.113  0.10
H -1.499 -0.389 -7.303  0.12
H -3.198 0.017 -6.780  0.12
C 0.607 -4.171 5.917  -0.08
C -0.944 -4.067 6.079  -0.20
C -1.616 -4.462 4.720  -0.18
C -1.105 -3.764 3.555  -0.21
N -0.717 -3.194 2.625  0.21
H 0.925 -3.412 5.201  0.05
H 0.919 -5.152 5.558  0.07
H 1.152 -4.019 6.848  0.08
H -1.297 -3.058 6.296  0.10
H -1.356 -4.748 6.823  0.10
H -2.690 -4.283 4.769  0.12
H -1.431 -5.528 4.590  0.12
C -1.970 -3.688 -1.608  -0.11
C -3.223 -3.999 -0.878  -0.24
C -3.088 -4.628 0.565  -0.16
C -2.114 -5.779 0.665  -0.20
N -1.346 -6.692 0.643  0.13
H -1.458 -2.817 -1.198  0.06
H -2.138 -3.482 -2.666  0.07
H -1.264 -4.517 -1.564  0.07
H -3.757 -4.744 -1.468  0.11
H -3.790 -3.074 -0.778  0.08
H -4.050 -5.071 0.821  0.11
H -2.889 -3.852 1.304  0.08
C -1.237 0.667 -1.276  -0.09
C -1.222 0.226 0.214  -0.21
C 0.164 -0.360 0.556  -0.19
C 1.247 0.651 0.574  -0.17
N 2.124 1.471 0.552  0.18
H -2.257 0.991 -1.483  0.05
H -1.083 -0.163 -1.966  0.06
H -0.517 1.432 -1.567  0.05
H -2.028 -0.477 0.425  0.11
H -1.446 1.043 0.899  0.07
H 0.501 -1.068 -0.201  0.09
H 0.171 -1.020 1.423  0.07
C 3.783 5.539 0.366  -0.11
C 3.241 4.875 -0.857  -0.29
C 4.291 4.648 -1.964  -0.17
C 4.779 5.931 -2.566  -0.22
N 5.220 6.932 -2.961  0.13
H 4.415 6.398 0.141  0.07
H 4.571 4.874 0.721  0.08
H 3.077 5.768 1.164  0.08
H 2.419 5.512 -1.184  0.10
H 2.778 3.926 -0.587  0.07
H 3.880 4.010 -2.746  0.10
H 5.184 4.183 -1.546  0.10
C 2.617 -0.842 -2.669  -0.08
C 3.753 0.201 -2.357  -0.23
C 4.857 -0.285 -1.408  -0.17
C 5.798 0.761 -0.979  -0.24
N 6.473 1.561 -0.615  0.16
H 3.002 -1.730 -3.170  0.07
H 1.879 -0.466 -3.377  0.06
H 2.031 -1.240 -1.840  0.04
H 3.335 1.108 -1.921  0.07
H 4.136 0.461 -3.345  0.10
H 5.372 -1.074 -1.956  0.12
H 4.335 -0.718 -0.554  0.08

Cartesian forces (eV/Å) of the 2 atoms listed first:
-0.18 0.61 4.01
-0.74 -1.34 -4.39

## Properties
Structure (SMILES): O=C1OCCO1.O=C1OCCO1.O=C1OCCO1.O=C1OCCO1.CCCC#N.CCCC#N.CCCC#N.CCCC#N.CCCC#N.CCCC#N.CCCC#N.CCCC#N
Frontier orbital gap in eV: 10.162
HOMO level in Ha: -0.3874


Entry 5:
# C38H32N7NaOSe3Te2

A molecular structure, C38H32N7NaOSe3Te2 in a non-equilibrium geometry (the ωB97M-V functional and the def2-TZVPD basis, the OMol25 dataset).

Last column: Löwdin charge in e.
Cartesian coordinates (Å):
Na 0.237 -1.638 0.159  0.13
C -1.391 -3.112 3.793  0.00
C -0.142 -2.528 3.175  -0.54
O -0.014 -2.447 1.962  -0.10
N 0.792 -2.145 4.064  0.06
C 2.103 -1.658 3.699  -0.14
C 2.334 -0.291 4.299  -0.24
C 3.443 -0.046 5.105  -0.02
C 3.594 1.201 5.687  -0.09
C 2.633 2.171 5.454  -0.09
C 1.575 1.847 4.618  -0.15
N 1.424 0.656 4.049  0.12
H -2.071 -3.402 2.998  0.08
H -1.872 -2.364 4.430  0.08
H -1.124 -3.989 4.388  0.07
H 0.669 -2.462 5.008  0.13
H 2.143 -1.612 2.610  0.09
H 2.872 -2.361 4.018  0.08
H 4.173 -0.831 5.256  0.12
H 4.449 1.412 6.319  0.10
H 2.702 3.156 5.899  0.09
H 0.813 2.588 4.382  0.10
Se 1.487 -5.516 1.609  -0.27
Se 2.041 -5.374 3.837  -0.32
Te 4.809 -3.402 1.052  -0.12
Se 2.438 -3.770 0.367  -0.35
N -9.278 0.791 -3.717  0.13
C -8.238 0.537 -3.300  -0.20
C -6.934 0.229 -2.778  -0.24
C -5.973 1.234 -2.657  -0.03
C -4.719 0.932 -2.160  -0.01
C -4.382 -0.371 -1.792  -0.17
C -5.352 -1.366 -1.914  -0.01
C -6.615 -1.072 -2.396  -0.02
C -3.010 -0.680 -1.295  -0.04
C -2.587 0.056 -0.174  -0.26
C -3.441 0.841 0.671  -0.06
C -2.646 1.321 1.685  -0.09
C -1.338 0.826 1.417  -0.17
N -1.295 0.077 0.328  0.05
C -2.303 -1.666 -1.998  -0.26
C -2.722 -2.305 -3.216  -0.06
C -1.726 -3.191 -3.552  -0.09
C -0.736 -3.062 -2.535  -0.17
N -1.060 -2.160 -1.628  0.05
H -6.217 2.242 -2.964  0.11
H -3.969 1.706 -2.063  0.13
H -5.106 -2.376 -1.615  0.13
H -7.365 -1.848 -2.487  0.12
H -4.505 0.983 0.551  0.10
H -2.945 1.939 2.520  0.08
H -0.437 1.003 1.999  0.09
H -3.628 -2.111 -3.769  0.09
H -1.700 -3.858 -4.401  0.08
H 0.200 -3.606 -2.462  0.11
C 3.801 3.016 0.527  -0.45
Te 3.125 1.067 -0.155  1.31
C 1.375 2.140 -0.768  -0.43
C 1.682 3.611 -0.674  -0.27
C 0.813 4.557 -1.220  -0.05
C 1.111 5.909 -1.179  -0.11
C 2.290 6.336 -0.578  -0.11
C 3.150 5.403 -0.019  -0.06
C 2.861 4.038 -0.060  -0.29
H 4.822 3.204 0.195  0.04
H 3.805 3.068 1.616  0.04
H 0.532 1.867 -0.136  0.03
H 1.115 1.866 -1.790  0.04
H -0.107 4.216 -1.686  0.11
H 0.433 6.627 -1.626  0.09
H 2.540 7.390 -0.547  0.09
H 4.071 5.730 0.454  0.11
N 3.459 -2.524 -6.955  0.14
C 3.201 -2.234 -5.876  -0.18
C 2.884 -1.849 -4.526  -0.22
C 1.721 -1.143 -4.252  -0.01
C 1.477 -0.756 -2.945  -0.15
N 2.311 -1.014 -1.937  -0.03
C 3.412 -1.719 -2.203  -0.21
C 3.739 -2.157 -3.473  0.01
H 1.020 -0.899 -5.039  0.12
H 0.568 -0.222 -2.689  0.11
H 4.063 -1.928 -1.353  -0.01
H 4.641 -2.728 -3.643  0.12

Cartesian forces (eV/Å) of the 2 atoms listed first:
0.63 0.18 -0.77
0.00 0.04 0.06

## Properties
Relative energy (zero: lowest compared OMol25 entry of this formula, charge and spin) in kJ/mol: 22.9
Frontier orbital gap in eV: 3.650
HOMO level in Ha: -0.0180
Charge: -2


Entry 6:
# C42H34AuBrClNO2PS

A molecular structure, C42H34AuBrClNO2PS (the ωB97M-V functional and the def2-TZVPD basis, the OMol25 dataset).

Last column: Löwdin charge in e.
Cartesian coordinates (Å):
Au 0.482 0.553 -1.250  1.00
C -4.471 0.573 2.007  -0.05
C -3.805 1.791 2.664  -0.55
C -3.964 3.016 1.753  -0.03
C -4.511 2.074 3.988  -0.06
C -2.317 1.505 2.853  -0.14
C -1.694 1.545 4.112  0.00
C -0.335 1.351 4.281  -0.05
C 0.430 1.087 3.153  -0.43
S 2.153 0.881 2.996  1.17
C 1.968 0.695 1.298  -0.52
N 0.728 0.760 0.891  0.00
C -0.182 1.000 1.900  -0.28
C -1.543 1.217 1.739  0.04
C 3.028 0.485 0.319  -0.27
C 4.380 0.425 0.652  -0.03
C 5.320 0.249 -0.350  -0.06
C 4.918 0.140 -1.673  -0.06
C 3.570 0.202 -2.019  -0.10
C 2.640 0.376 -1.020  -0.18
H -5.543 0.742 1.909  0.09
H -4.317 -0.329 2.603  0.09
H -4.071 0.394 1.007  0.07
H -5.024 3.221 1.595  0.09
H -3.499 2.878 0.779  0.06
H -3.513 3.901 2.206  0.10
H -5.563 2.286 3.795  0.09
H -4.090 2.944 4.494  0.09
H -4.467 1.221 4.668  0.09
H -2.287 1.761 4.989  0.11
H 0.112 1.420 5.263  0.12
H -1.969 1.203 0.744  0.11
H 4.697 0.526 1.683  0.11
H 6.370 0.206 -0.099  0.11
H 5.660 0.006 -2.449  0.11
H 3.274 0.101 -3.055  0.09
Cl 0.448 0.483 -4.037  0.76
C -0.527 -0.951 -4.292  -0.61
C -1.136 -1.077 -5.527  -0.09
C -1.925 -2.191 -5.775  -0.04
C -2.101 -3.157 -4.797  -0.05
C -1.486 -3.013 -3.565  -0.06
C -0.678 -1.907 -3.291  -0.38
P 0.120 -1.768 -1.672  1.01
C 1.685 -2.651 -1.788  -0.36
C 2.488 -2.728 -0.650  -0.12
C 3.743 -3.301 -0.724  -0.06
C 4.211 -3.789 -1.939  -0.06
C 3.416 -3.712 -3.073  -0.06
C 2.150 -3.148 -3.000  -0.07
C -0.960 -2.607 -0.507  -0.37
C -2.222 -2.052 -0.286  -0.10
C -3.108 -2.676 0.573  -0.06
C -2.733 -3.844 1.225  -0.05
C -1.476 -4.390 1.015  -0.06
C -0.586 -3.777 0.147  -0.07
H -1.000 -0.311 -6.276  0.11
H -2.410 -2.293 -6.736  0.12
H -2.720 -4.023 -4.990  0.12
H -1.631 -3.767 -2.802  0.12
H 2.138 -2.329 0.295  0.11
H 4.361 -3.362 0.161  0.12
H 5.195 -4.232 -1.998  0.11
H 3.777 -4.096 -4.017  0.11
H 1.537 -3.098 -3.890  0.11
H -2.513 -1.136 -0.790  0.11
H -4.087 -2.249 0.740  0.11
H -3.425 -4.330 1.900  0.11
H -1.188 -5.301 1.523  0.11
H 0.387 -4.216 -0.027  0.10
Br 4.482 4.583 2.758  0.76
C 2.930 4.274 1.725  -0.70
C 1.681 4.526 2.277  -0.11
C 0.549 4.270 1.523  -0.01
C 0.660 3.738 0.239  -0.15
C 1.919 3.529 -0.306  -0.05
C 3.060 3.800 0.429  -0.12
C -0.610 3.381 -0.486  -0.58
O -1.656 3.952 -0.267  0.09
O -0.541 2.364 -1.333  -0.21
H 1.599 4.914 3.283  0.11
H -0.439 4.452 1.925  0.13
H 2.016 3.171 -1.322  0.11
H 4.040 3.639 0.001  0.11

Cartesian forces (eV/Å) of the 2 atoms listed first:
-0.43 0.12 -0.02
0.05 0.03 -0.02

## Properties
<S²>: 2.012
Relative energy (zero: lowest compared OMol25 entry of this formula, charge and spin) in kJ/mol: 25.3
Spin multiplicity: 3
Frontier orbital gap (spin up / spin down) in eV: 7.832 / 5.768
HOMO level (spin up / spin down) in Ha: -0.4008 / -0.4040
Charge: +1